Here is a structure of composition C8H13F6N3O9S2Te4V in a non-equilibrium geometry from the Open Molecules 2025 dataset. Energies are from ωB97M-V with the def2-TZVPD basis set.

Computed properties:
2S+1: 4
Strongest force on any atom (eV/Å): 1.156
E (Eh): -4565.86256
Net charge: -2
Expectation value of S²: 3.788
HOMO energy (spin up / spin down) (eV): -1.8 / -1.9
Orbital gap (spin up / spin down) (eV): 5.6 / 4.9
LUMO energy (spin up / spin down) (eV): 3.78 / 3.02

The geometry in XYZ format:
```
46
C8H13F6N3O9S2Te4V (ωB97M-V with the def2-TZVPD basis set)
V 0.931 0.180 1.462
Te 0.225 0.817 4.312
Te -1.932 0.185 5.728
Te -1.913 4.455 4.361
Te -0.707 2.900 2.674
F 3.476 -1.727 2.521
C 4.453 -1.746 1.616
F 5.160 -2.870 1.788
F 5.271 -0.713 1.861
S 3.822 -1.618 -0.155
O 2.323 0.955 1.642
O 4.895 -2.275 -0.915
N 2.604 -2.697 0.072
S 1.139 -2.291 -0.210
O 0.337 -2.005 0.980
O 0.930 -1.382 -1.310
C 0.499 -3.937 -0.728
F -0.814 -3.857 -0.964
F 1.098 -4.346 -1.850
F 0.697 -4.858 0.215
C -3.287 -2.156 0.419
C -2.682 -0.941 1.118
C -3.783 -0.076 1.735
O -1.749 -1.350 2.093
C -1.912 -0.078 0.102
O -2.400 0.098 -1.010
O -0.795 0.435 0.484
H -3.871 -2.733 1.142
H -2.489 -2.788 0.028
H -3.926 -1.846 -0.406
H -4.401 -0.686 2.398
H -4.412 0.346 0.949
H -3.350 0.732 2.323
H -2.192 -1.617 2.914
C 0.657 4.188 -4.748
O 1.318 4.681 -3.601
C 1.340 3.959 -2.419
O 1.921 4.426 -1.483
N 0.683 2.773 -2.482
N 0.602 1.916 -1.376
H 0.807 4.933 -5.527
H -0.419 4.072 -4.584
H 1.081 3.239 -5.089
H 0.160 2.532 -3.304
H 0.973 1.012 -1.655
H -0.367 1.757 -1.122
```


Here is a structure of composition C10H38O10 in a non-equilibrium geometry from the Open Molecules 2025 dataset. Energies are from ωB97M-V with the def2-TZVPD basis set.

Computed properties:
Strongest force on any atom (eV/Å): 10.082
E (Eh): -1155.48702
HOMO energy (eV): -7.6
Orbital gap (eV): 7.3
LUMO energy (eV): -0.24

The geometry in XYZ format:
```
58
C10H38O10 (ωB97M-V with the def2-TZVPD basis set)
C 26.303 -16.946 -17.275
O 26.598 -15.564 -17.242
H 25.225 -17.089 -17.205
H 26.665 -17.350 -18.220
H 26.733 -17.468 -16.420
H 27.549 -15.466 -17.328
C 30.049 -17.250 -20.205
O 29.424 -18.488 -20.460
H 29.337 -16.426 -20.171
H 30.543 -17.320 -19.235
H 30.890 -17.129 -20.887
H 29.013 -18.803 -19.652
C 25.960 -19.229 -15.511
O 25.394 -19.495 -16.784
H 26.894 -18.705 -15.713
H 25.351 -18.584 -14.878
H 26.064 -20.187 -15.001
H 25.992 -20.070 -17.267
C 29.246 -15.003 -18.241
O 28.549 -15.705 -17.283
H 28.641 -14.242 -18.734
H 30.057 -14.505 -17.709
H 29.733 -15.669 -18.952
H 29.135 -16.345 -16.874
C 27.356 -21.241 -17.392
O 26.834 -20.184 -18.216
H 27.713 -20.898 -16.421
H 26.632 -22.032 -17.200
H 28.258 -21.526 -17.933
H 26.644 -20.469 -19.113
C 27.745 -20.667 -20.723
O 26.413 -20.704 -20.224
H 27.961 -21.625 -21.195
H 27.872 -19.893 -21.480
H 28.437 -20.473 -19.903
H 25.803 -20.702 -20.965
C 28.469 -18.022 -13.922
O 28.968 -18.679 -15.041
H 29.278 -17.418 -13.511
H 27.747 -17.299 -14.302
H 28.046 -18.728 -13.207
H 29.620 -19.280 -14.674
C 32.165 -19.157 -19.782
O 33.182 -20.072 -19.521
H 31.382 -19.487 -20.465
H 31.604 -18.953 -18.870
H 32.384 -18.141 -20.112
H 32.855 -20.771 -18.950
C 28.625 -18.355 -17.927
C 29.890 -18.026 -17.145
O 29.672 -17.020 -16.206
O 28.729 -19.515 -18.760
H 28.406 -17.468 -18.520
H 27.900 -18.689 -17.184
H 30.699 -17.688 -17.792
H 30.211 -18.950 -16.664
H 29.434 -17.468 -15.391
H 27.833 -19.858 -18.717
```


Here is the ion C3H10N5 with charge +1 in a non-equilibrium geometry from the Open Molecules 2025 dataset. Energies are from ωB97M-V with the def2-TZVPD basis set.

Computed properties:
Strongest force on any atom (eV/Å): 4.794
E (Eh): -393.65328
Net charge: +1
Structure (SMILES): [H]/N=N/[C@@H](C)N(C)/[NH+]=N/[H]
HOMO energy (spin up / spin down) (eV): -13.0 / -13.0
Orbital gap (spin up / spin down) (eV): 8.0 / 8.0
LUMO energy (spin up / spin down) (eV): -5.04 / -5.04

The geometry in XYZ format:
```
18
C3H10N5 (ωB97M-V with the def2-TZVPD basis set)
H 0.340 -2.876 1.533
N 0.596 -1.921 1.143
N -0.210 -1.677 0.269
C -0.195 -0.731 -0.732
C -1.586 -0.376 -1.244
N 0.540 0.465 -0.125
C -0.069 1.003 1.115
N 1.830 0.448 -0.143
N 2.502 -0.273 -0.929
H 3.529 -0.355 -0.765
H 0.459 -1.097 -1.502
H -2.377 -0.307 -0.433
H -2.052 -1.048 -2.000
H -1.561 0.541 -1.896
H -1.144 0.662 1.162
H 0.259 0.525 1.947
H 0.101 2.039 1.068
H 2.111 1.062 0.626
```


Here is a structure of composition C4H4O2 in a non-equilibrium geometry from the Open Molecules 2025 dataset. Energies are from ωB97M-V with the def2-TZVPD basis set.

Computed properties:
Strongest force on any atom (eV/Å): 1.500
E (Eh): -305.16212
HOMO energy (eV): -9.4
Orbital gap (eV): 10.2
LUMO energy (eV): 0.84

The geometry in XYZ format:
```
10
C4H4O2 (ωB97M-V with the def2-TZVPD basis set)
O 2.308 -1.065 -0.259
C 1.352 -0.438 0.070
O 1.261 0.903 0.362
C -0.098 0.729 0.842
C -0.880 0.138 -0.583
C -0.118 -0.693 0.349
H -0.869 1.416 0.428
H -1.968 0.055 -0.531
H -0.455 0.525 -1.500
H -0.533 -1.570 0.822
```


Here is a cluster of 2 separate species, C9H14O in total in a non-equilibrium geometry from the Open Molecules 2025 dataset. Energies are from ωB97M-V with the def2-TZVPD basis set.

Computed properties:
Strongest force on any atom (eV/Å): 3.072
E (Eh): -426.53931
Structure (SMILES): Cc1ccc(O)cc1.CC
HOMO energy (eV): -8.4
Orbital gap (eV): 9.2
LUMO energy (eV): 0.87

The geometry in XYZ format:
```
24
C9H14O (ωB97M-V with the def2-TZVPD basis set)
C 1.026 -1.467 -2.888
C 0.255 -1.587 -1.643
C -0.615 -0.521 -1.251
C -1.250 -0.436 -0.037
C -1.313 -1.565 0.765
O -2.040 -1.540 1.918
C -0.588 -2.663 0.355
C 0.275 -2.662 -0.752
H 0.586 -2.124 -3.673
H 2.023 -1.892 -2.730
H 1.326 -0.464 -3.237
H -0.494 0.280 -1.971
H -1.548 0.538 0.321
H -2.126 -2.397 2.323
H -0.534 -3.543 0.974
H 1.050 -3.406 -0.908
C 0.692 2.758 2.164
C 0.228 3.617 0.968
H 1.555 2.088 1.962
H 1.156 3.418 2.893
H -0.128 2.097 2.499
H -0.784 4.021 1.035
H 0.933 4.454 0.869
H 0.315 2.994 0.044
```


Here is the ion C4H4NO with charge +1 in a non-equilibrium geometry from the Open Molecules 2025 dataset. Energies are from ωB97M-V with the def2-TZVPD basis set.

Computed properties:
Strongest force on any atom (eV/Å): 4.290
E (Eh): -284.30936
Net charge: +1
HOMO energy (spin up / spin down) (eV): -13.8 / -13.7
Orbital gap (spin up / spin down) (eV): 7.0 / 8.1
LUMO energy (spin up / spin down) (eV): -6.80 / -5.54

The geometry in XYZ format:
```
10
C4H4NO (ωB97M-V with the def2-TZVPD basis set)
C 1.527 0.074 0.050
C 1.076 -1.152 0.110
C 0.656 1.188 -0.005
C -1.419 0.004 0.209
N -0.596 0.859 0.080
O -2.434 -0.698 0.048
H 2.534 0.276 0.112
H 0.419 -2.019 0.407
H 0.797 2.196 -0.078
H -2.560 -0.728 -0.934
```